#w
The following is a DFT calculation (ωB97M-V with the def2-TZVPD basis set) of the ion C3H3N2OS with charge +1.

Atoms and positions in Å:
C -4.33003 0.80697 0.18424
C -2.47878 -0.86649 -0.10188
C -0.00603 -0.00254 -0.02676
N -3.56960 1.60101 -0.20055
N -4.63896 -0.43835 0.64645
O -3.60544 -1.17136 0.38076
S -1.25751 -0.67316 -1.13307
H 0.87248 -0.70600 -0.11643
H -0.50092 0.15155 0.84621
H 0.42024 0.94370 -0.31005

Its charge is +1. The HOMO energy (alpha / beta) comes out at -15.072 / -15.456 eV. The value obtained for the molar mass is 115.14 u.

#x
The following is a DFT calculation (ωB97M-V with the def2-TZVPD basis set) of the ion C3H3N2OS with charge +1.

Atoms and positions in Å:
C 1.16493 -2.12520 0.35468
C 0.88076 -0.00892 -0.46786
C -1.35625 1.18345 0.22405
N 0.11663 -1.61341 0.48722
N 2.32533 -1.66068 -0.02796
O 2.06034 -0.50360 -0.62180
S -0.38644 0.68273 -1.20192
H -0.95486 2.06617 0.67797
H -1.48744 0.24632 0.68481
H -2.36302 1.73314 -0.10919

Its charge is +1. The HOMO energy (alpha / beta) comes out at -15.350 / -15.625 eV. The value obtained for the molar mass is 115.14 u.

Most stable: #w

#w
The following is a DFT calculation (ωB97M-V with the def2-TZVPD basis set) of an isolated molecule of C4H7NS3.

Atoms and positions in Å:
S -0.15901 2.01491 -2.84437
N 0.24631 1.06501 -1.44052
C -0.58150 1.10327 -0.50643
C -0.37093 0.24936 0.74668
C 0.85301 -0.60236 0.83255
S 1.72045 -0.72833 2.41062
C -0.45402 -1.20576 0.70085
S -0.77949 -2.20689 -0.74173
H 1.02027 1.70606 -3.39573
H -1.55758 1.60471 -0.54929
H -0.66189 0.73750 1.66549
H 1.51001 -0.68619 -0.01496
H 2.22307 0.52935 2.32338
H -0.87519 -1.62397 1.61492
H -2.13352 -1.95667 -0.80147

The SMILES is S/N=C/C1[C@@H](S)[C@@H]1S. Its charge is 0. The HOMO energy comes out at -8.918 eV. The value obtained for the molar mass is 165.31 u.

#x
The following is a DFT calculation (ωB97M-V with the def2-TZVPD basis set) of an isolated molecule of C4H7NS3.

Atoms and positions in Å:
C -1.21409 0.04919 1.58954
N -1.97773 -0.24488 0.62544
S -1.67132 -1.03271 -0.88980
C 0.05653 -1.46075 -0.98778
S 1.26110 -0.15790 -1.47850
C 0.67092 1.28444 -0.47222
S 1.30519 1.41272 1.19768
C 0.29366 -0.00806 1.77400
H -1.72643 0.58846 2.38399
H 0.41278 -2.09045 -0.09122
H 0.07447 -2.07986 -1.91948
H 1.10327 2.20851 -0.98320
H -0.47085 1.30174 -0.47961
H 0.80729 -0.82574 1.21691
H 0.48199 -0.13127 2.80317

The SMILES is C1=N\SCSCSC/1. Its charge is 0. The HOMO energy comes out at -8.703 eV. The value obtained for the molar mass is 165.31 u.

Most stable: #x

#w
The following is a DFT calculation (ωB97M-V with the def2-TZVPD basis set) of an isolated molecule of C3H6N3P.

Atoms and positions in Å:
N 0.71057 -2.25311 0.07525
N 0.69480 -0.84413 -0.07828
N -0.00167 -0.42789 -1.14171
C -0.48906 0.77102 -1.15907
C -1.12612 1.37204 0.05566
C -0.58435 1.04227 1.28293
P 1.05564 0.17158 1.23404
H 1.76470 -2.34952 0.35591
H 0.58306 -2.57927 -0.89478
H -0.68371 1.19213 -2.07186
H -2.13444 1.84526 -0.09428
H -1.19718 0.91340 2.19317
H 1.40776 1.14623 0.24303

The SMILES is NN1N=CC=CP1. Its charge is 0. The HOMO energy (alpha / beta) comes out at -8.090 / -8.090 eV. The value obtained for the molar mass is 115.08 u.

#x
The following is a DFT calculation (ωB97M-V with the def2-TZVPD basis set) of an isolated molecule of C3H6N3P.

Atoms and positions in Å:
C 0.38180 -1.00008 0.31132
C -1.90430 -0.28580 0.16792
C -0.76390 -0.93509 -0.60800
N 1.25532 -0.03736 0.32295
N 1.22149 1.01484 -0.43874
N 1.79886 2.13423 0.01275
P -2.14082 1.34495 0.05332
H 0.59896 -1.67602 1.04564
H -2.35546 -0.90218 0.78940
H -0.51367 -0.26305 -1.32445
H -1.18378 -1.77952 -1.01847
H 2.16518 2.64531 -0.73480
H 2.28615 2.03889 0.88792

Its charge is 0. The HOMO energy (alpha / beta) comes out at -7.916 / -7.506 eV. The value obtained for the molar mass is 115.08 u.

#y
The following is a DFT calculation (ωB97M-V with the def2-TZVPD basis set) of a cluster of 2 separate species, C3H6N3P in total.

Atoms and positions in Å:
C -1.31476 0.74726 0.87303
C -1.31008 1.18035 -0.44623
N -1.12422 0.40118 -1.47950
N -0.93592 -0.89567 -1.40198
P -1.03571 -1.73216 0.00352
C -1.27275 -0.57217 1.23646
H -1.55489 1.46903 1.62278
H -1.38263 2.18108 -0.61233
H -1.39498 -0.86776 2.27138
N 1.95449 -0.39998 0.69802
H 1.33712 -1.05900 1.19631
H 1.52998 0.53827 0.67584
H 2.89437 -0.24934 1.26398

The SMILES is c1cnnpc1.N. Its charge is 0. The HOMO energy comes out at -8.982 eV. The value obtained for the molar mass is 115.08 u.

Most stable: #y

#w
The following is a DFT calculation (ωB97M-V with the def2-TZVPD basis set) of an isolated molecule of C3H6Cl2Si.

Atoms and positions in Å:
C 0.00731 -1.85666 0.37340
Si -0.23636 -0.47797 -0.88293
C -0.01709 1.30368 -0.28350
Cl -0.18085 2.30111 -1.65434
C 0.13189 1.91771 0.96151
Cl 0.38123 3.55513 1.20031
H 0.95658 -1.58346 0.75479
H -0.68693 -1.93131 1.22542
H -0.04036 -2.89737 -0.01501
H 0.68146 -1.03244 -1.97952
H -1.50977 -0.79254 -1.60465
H 0.51290 1.49413 1.90452

The SMILES is C[SiH2]/C(Cl)=C/Cl. Its charge is 0. The HOMO energy comes out at -9.440 eV. The value obtained for the molar mass is 141.07 u.

#x
The following is a DFT calculation (ωB97M-V with the def2-TZVPD basis set) of an isolated molecule of C3H6Cl2Si.

Atoms and positions in Å:
Cl -1.92506 -2.02589 0.41535
Cl 0.19988 -0.42443 2.83061
C 0.10359 0.31720 -0.85988
C -0.74663 1.08264 0.22791
C 1.15160 -0.70711 -0.35779
Si -0.36998 -0.68041 0.80498
H -0.56978 -0.10878 -1.61343
H 0.66395 1.13410 -1.37963
H -1.74290 1.42480 -0.03710
H -0.19518 1.83988 0.76858
H 1.99809 -0.24862 0.17965
H 1.43240 -1.60338 -0.97926

Its charge is 0. The HOMO energy comes out at -9.309 eV. The value obtained for the molar mass is 141.07 u.

#y
The following is a DFT calculation (ωB97M-V with the def2-TZVPD basis set) of an isolated molecule of C3H6Cl2Si.

Atoms and positions in Å:
Cl 0.94502 -2.50182 -0.13037
Si -0.24560 -1.38726 0.99093
Cl -2.32902 -2.78053 0.72737
C -0.48257 0.37294 0.24161
C 0.77952 1.17763 -0.03312
C -0.03021 0.80005 -1.20829
H 0.23438 -1.46531 2.25877
H -1.37747 0.93968 0.59106
H 1.72060 0.71193 0.01420
H 0.80523 2.35687 0.17639
H -0.48731 1.64348 -1.75948
H 0.46745 0.13234 -1.86909

The SMILES is Cl[SiH](Cl)C1CC1. Its charge is 0. The HOMO energy comes out at -10.417 eV. The value obtained for the molar mass is 141.07 u.

Most stable: #x